No. 1
15
Properties=species:S:1:pos:R:3:nbo_charge:R:1 method="wB97M-V/def2-TZVPD" gap_ha=0.2753 e_homo_ev=-4.98 lumo_ev=2.5 charge=-1
C 0.7790 -0.3965 0.6248 -0.20
C 0.4891 0.3242 1.8335 -0.27
C -0.1785 -0.9366 -0.1534 0.02
C 1.0239 0.3210 -3.2292 1.03
C -1.9946 -0.1255 1.0603 0.14
C -0.7420 0.6037 2.2498 -0.21
N -1.5633 -0.7690 0.0812 -0.44
O 1.1658 -0.7298 -3.7857 -0.73
O 0.2441 1.2181 -3.1823 -0.72
F 2.1931 0.5423 -2.2104 -0.57
Br -1.4484 1.6773 3.5029 0.11
H 1.7622 -0.7813 0.5667 0.23
H 1.3383 0.3838 2.5001 0.21
H -0.0250 -1.5595 -1.0278 0.23
H -3.0436 0.2277 1.1696 0.19


No. 2
77
Properties=species:S:1:pos:R:3:mulliken_spin:R:1 method="wB97M-V/def2-TZVPD" gap_ha="0.1349 / 0.2214" multiplicity=4 e_homo_ev="-1.12 / -4.28" lumo_ev="2.6 / 1.7" s2=3.786 charge=-1
Ni -2.6345 -0.5636 0.0661 0.37
C 4.8986 -2.7080 -0.8402 0.09
Si 3.0414 -2.5277 -0.8326 0.10
C 2.4233 -2.6827 -2.5863 0.01
C 2.3042 -3.9688 0.0978 0.01
Si 2.3884 -0.5630 0.0831 0.12
Te -0.0951 -0.5636 0.0661 0.90
Si 3.0426 1.2161 -1.1539 0.05
C 4.9007 1.3248 -1.2870 0.09
C 2.3240 1.1268 -2.8749 0.01
C 2.4069 2.8085 -0.4177 0.00
Si 3.0198 -0.3775 2.2491 0.01
C 2.2835 1.1528 3.0246 0.01
C 4.8759 -0.3048 2.4284 0.09
C 2.3830 -1.8153 3.2534 0.01
H 5.1680 -3.6808 -1.3000 0.00
H 5.2818 -2.6796 0.1977 0.00
H 5.3536 -1.8897 -1.4305 0.00
H 2.6959 -3.6837 -2.9788 0.00
H 2.8984 -1.9189 -3.2252 0.00
H 1.3202 -2.5673 -2.6054 0.00
H 2.5893 -4.9120 -0.4121 0.00
H 1.1989 -3.8778 0.1108 0.01
H 2.6915 -4.0007 1.1296 0.00
H 5.2950 0.4143 -1.7772 0.00
H 5.3448 1.4301 -0.2788 0.00
H 5.1709 2.2110 -1.8969 0.00
H 2.7226 0.2513 -3.4141 0.00
H 2.6091 2.0412 -3.4338 0.00
H 1.2184 1.0625 -2.8139 0.00
H 2.8708 2.9828 0.5680 0.00
H 1.3030 2.7602 -0.3196 0.00
H 2.6810 3.6506 -1.0856 0.00
H 2.6810 2.0602 2.5402 0.00
H 2.5577 1.1815 4.0989 0.00
H 1.1787 1.1248 2.9276 0.00
H 5.2699 0.5776 1.8889 0.00
H 5.3299 -1.2277 2.0197 -0.01
H 5.1345 -0.2181 3.5034 0.00
H 1.2805 -1.8833 3.1514 0.00
H 2.6455 -1.6564 4.3192 0.00
H 2.8565 -2.7531 2.9161 0.00
C -3.5760 1.7721 -0.9284 0.03
N -3.5817 3.2283 -0.9349 0.00
C -3.9653 3.7090 0.3851 0.01
N -3.0266 3.2272 1.3888 0.00
C -3.0247 1.7710 1.3792 0.02
N -2.6345 1.2767 0.0661 -0.17
C -1.3019 1.7705 -0.2520 0.15
N -1.2917 3.2267 -0.2538 0.01
C -2.2425 3.7085 -1.2460 0.01
C -1.6913 3.7074 1.0615 0.00
H -3.3230 1.3839 -1.9245 -0.02
H -4.5845 1.3842 -0.7301 0.02
H -4.9875 3.3886 0.6291 0.00
H -4.0111 4.8066 0.3965 0.00
H -4.0141 1.3832 1.6578 0.04
H -2.3490 1.3820 2.1531 -0.02
H -0.9698 1.3823 -1.2246 -0.08
H -0.5662 1.3815 0.4651 -0.03
H -1.9432 3.3877 -2.2532 0.00
H -2.2283 4.8061 -1.2914 0.00
H -1.6579 4.8050 1.0965 0.00
H -0.9691 3.3859 1.8244 0.00
O -2.6345 -2.3358 0.0661 0.00
N -3.9542 -2.6744 -0.1799 0.24
C -4.8414 -2.7607 0.8673 0.41
C -6.2190 -3.1166 0.5915 -0.16
C -6.6070 -3.3557 -0.6767 0.32
C -5.6421 -3.2560 -1.7644 0.03
C -4.3705 -2.9233 -1.4744 0.04
H -4.4643 -2.5563 1.8597 0.05
H -6.9035 -3.1801 1.4255 -0.01
H -7.6273 -3.6234 -0.9155 0.04
H -5.9566 -3.4484 -2.7798 0.00
H -3.5984 -2.8300 -2.2292 0.02
H -4.1525 -0.5636 0.0661 0.18


No. 3
18
Properties=species:S:1:pos:R:3:nbo_charge:R:1 method="wB97M-V/def2-TZVPD" gap_ha=0.3917 e_homo_ev=-9.81 lumo_ev=0.9 smiles="CCCCC(N)=O"
C -1.4331 1.5432 2.2564 -0.62
C -1.2583 1.6888 0.7485 -0.39
C 0.0102 1.0326 0.1591 -0.40
C -0.1176 -0.5274 0.1302 -0.52
C 0.7177 -1.2988 -0.9329 0.70
N 1.7648 -0.5070 -1.3535 -0.86
O 0.4017 -2.3651 -1.3842 -0.58
H -2.2361 2.1675 2.6207 0.21
H -0.4872 1.7660 2.7587 0.20
H -1.7024 0.5310 2.5602 0.21
H -2.1173 1.2107 0.2359 0.20
H -1.4353 2.7010 0.3584 0.21
H -0.0677 1.3845 -0.8833 0.22
H 0.8778 1.2755 0.7656 0.20
H 0.3248 -0.7248 1.1270 0.22
H -1.1269 -0.9322 0.1630 0.23
H 2.1887 -0.8737 -2.1991 0.39
H 2.3968 0.0648 -0.8254 0.40


No. 4
21
Properties=species:S:1:pos:R:3:nbo_charge:R:1 method="wB97M-V/def2-TZVPD" gap_ha=0.4051 e_homo_ev=-14.71 lumo_ev=-3.7 charge=+1
C 1.2417 -0.3566 -2.3031 -0.43
C 0.9454 0.1004 0.0622 0.12
N 0.4542 0.1416 -1.1044 -0.42
H 2.1197 0.2416 -2.3501 0.22
H 1.6128 -1.4117 -2.1825 0.24
H 0.5764 -0.1644 -3.1125 0.24
H 2.0397 -0.0856 0.0427 0.21
H 0.3494 0.4092 0.9354 0.26
H -0.5614 0.5210 -1.2415 0.48
H -2.8517 -1.2293 1.1723 0.49
H -4.2094 -0.7003 1.4074 0.49
O -3.5000 -0.6329 0.7287 -0.96
H 3.9903 1.1245 0.8875 0.47
H 3.9337 2.1328 2.1553 0.50
O 3.4230 1.5238 1.5426 -0.97
H -0.1385 -2.2220 2.2671 0.50
H -1.2055 -1.1648 2.6796 0.49
O -0.6506 -1.4544 1.9218 -0.97
H -2.6915 1.5714 -1.8004 0.51
H -2.7538 0.6528 -0.5168 0.53
O -2.1240 1.0028 -1.1913 -0.99


No. 5
82
Properties=species:S:1:pos:R:3:mulliken_spin:R:1 method="wB97M-V/def2-TZVPD" gap_ha="0.2936 / 0.3081" multiplicity=2 e_homo_ev="-11.11 / -11.10" lumo_ev="-3.1 / -2.7" s2=1.169 charge=+1
Mn 0.8074 0.3086 -2.0189 1.71
I -1.6875 3.6607 -2.7755 0.00
C 0.3877 3.9832 -2.9349 0.00
I 1.4979 2.2823 -3.6178 -0.03
H 0.7943 4.2444 -1.9657 0.00
H 0.5797 4.7488 -3.6772 0.00
C 2.9100 -1.7402 -2.9770 0.01
O 2.1217 -0.8165 -2.2820 0.04
H 2.6902 -1.7208 -4.0477 -0.01
H 2.7254 -2.7526 -2.6062 0.01
H 3.9674 -1.5065 -2.8307 0.00
C -0.7911 0.0217 -2.7234 -0.70
Ge -2.2745 -0.7625 -1.6960 0.02
C -1.5636 -1.6899 -0.1353 0.01
C -2.3657 -1.9099 0.9840 0.00
C -1.9096 -2.6732 2.0503 0.00
C -0.6457 -3.2427 2.0091 0.00
C 0.1564 -3.0499 0.8930 0.00
C -0.2980 -2.2770 -0.1681 0.01
C -3.1566 -2.0170 -2.8909 0.01
C -4.5430 -2.1453 -2.9341 0.00
C -5.1390 -3.0772 -3.7738 0.00
C -4.3536 -3.8897 -4.5779 0.00
C -2.9710 -3.7727 -4.5423 -0.01
C -2.3777 -2.8413 -3.7034 -0.01
C -3.4587 0.7062 -1.2211 -0.03
C -4.2971 1.2550 -2.1936 0.00
C -5.0531 2.3869 -1.9218 0.00
C -4.9817 2.9855 -0.6694 0.00
C -4.1589 2.4459 0.3079 0.00
C -3.4014 1.3155 0.0302 0.00
H -0.9937 0.2817 -3.7649 0.02
H -3.3663 -1.4936 1.0253 0.00
H -2.5460 -2.8313 2.9112 0.00
H -0.2965 -3.8497 2.8345 0.00
H 1.1260 -3.5287 0.8291 0.00
H 0.3401 -2.1666 -1.0410 -0.02
H -5.1680 -1.5196 -2.3073 0.00
H -6.2168 -3.1687 -3.7989 0.00
H -4.8185 -4.6150 -5.2326 0.00
H -2.3569 -4.4070 -5.1681 0.00
H -1.2954 -2.7580 -3.6861 0.01
H -4.3592 0.8012 -3.1768 0.00
H -5.7014 2.7986 -2.6845 0.00
H -5.5712 3.8676 -0.4570 0.00
H -4.1034 2.9089 1.2846 0.00
H -2.7488 0.9088 0.7923 0.00
S 0.2399 1.7232 -0.2441 -0.03
Sb 1.7532 1.0002 1.3613 0.01
C 3.3509 -0.1732 0.6940 0.00
C 4.3351 0.4477 -0.0712 0.00
C 5.4190 -0.2911 -0.5178 0.00
C 5.5161 -1.6410 -0.2021 0.00
C 4.5303 -2.2565 0.5547 0.00
C 3.4406 -1.5235 1.0061 0.00
C 0.7654 0.0613 2.9501 0.00
C -0.5882 0.3240 3.1167 0.00
C -1.2505 -0.1756 4.2285 0.00
C -0.5623 -0.9416 5.1574 0.00
C 0.7906 -1.2051 4.9858 0.00
C 1.4639 -0.6973 3.8851 0.00
C 2.6465 2.7304 2.1415 0.00
C 3.9302 2.6789 2.6740 0.00
C 4.4842 3.8223 3.2324 0.00
C 3.7578 5.0041 3.2592 0.00
C 2.4764 5.0516 2.7267 0.00
C 1.9162 3.9143 2.1644 0.00
H 4.2640 1.5012 -0.3190 0.00
H 6.1891 0.1863 -1.1089 0.00
H 6.3658 -2.2145 -0.5479 0.00
H 4.6082 -3.3079 0.7974 0.00
H 2.6659 -2.0059 1.5878 0.00
H -1.1221 0.9149 2.3821 0.00
H -2.3042 0.0289 4.3645 0.00
H -1.0801 -1.3330 6.0229 0.00
H 1.3259 -1.7972 5.7160 0.00
H 2.5241 -0.8877 3.7720 0.00
H 4.5038 1.7594 2.6543 0.00
H 5.4833 3.7884 3.6458 0.00
H 4.1925 5.8933 3.6957 0.00
H 1.9131 5.9749 2.7485 0.00
H 0.9206 3.9573 1.7371 0.00


Ordered F_max results: 6.81; 3.74; 3.14; 2.07; 0.16; unit eV Å⁻¹.